# 1
The following is a DFT calculation (ωB97M-V/def2-TZVPD) of C30H25AsNP2S6Ti as an isolated structure.

orbital gap	6.813	eV
total energy	-200557.9469	eV

The geometry in ORCA input format:
```
! RIJCOSX wB97M-V def2-TZVPD def2/J DEFGRID3
* xyz -1 1
C 3.39 -3.65 3.45
C -6.52 0.68 -0.50
H 0.96 -0.58 3.18
C 3.40 -0.44 -1.81
C 1.42 1.41 3.82
C 3.18 -2.46 2.77
H 4.28 -0.03 -3.71
C 2.21 -4.84 1.72
H 1.79 -5.76 1.33
H 7.02 -0.80 -0.52
C -1.99 5.14 -1.63
H -7.23 1.10 0.20
C -6.92 -0.32 -1.38
C 3.64 -0.74 -0.47
P 2.21 -0.95 0.62
H -6.31 -1.69 -2.91
C -5.21 1.11 -0.50
C 4.94 -0.87 -0.01
H 1.44 -3.66 0.11
C 2.28 0.42 1.80
S -1.91 0.96 0.57
C -4.69 -0.45 -2.26
As -2.23 -3.70 0.80
C 2.96 1.59 1.52
C 2.01 -3.66 1.04
C 2.11 2.58 3.53
H 6.60 -0.25 -2.89
C 1.51 0.33 2.96
S -4.09 -2.76 0.51
C -3.42 4.47 -3.45
C -6.01 -0.88 -2.25
H 3.41 3.59 2.16
H -1.46 5.91 -1.09
C 2.88 2.67 2.38
S -1.14 -3.33 -1.12
S -1.39 -0.02 -2.47
P -2.56 1.11 -1.33
N 0.90 -0.92 -0.25
H -3.96 -0.91 -2.91
C 4.47 -0.26 -2.67
Ti -0.86 -1.27 -0.10
S -1.05 -2.13 2.00
H -7.94 -0.68 -1.35
H -1.38 3.57 -0.30
C -1.95 3.83 -1.18
H -3.92 2.39 -3.53
H 3.53 -1.53 3.20
H 3.91 -3.64 4.39
C 2.90 -4.84 2.92
C -4.29 0.56 -1.39
C 6.01 -0.69 -0.88
H 2.04 3.43 4.21
C -2.73 5.46 -2.76
S -1.76 -5.58 1.56
H -3.99 4.72 -4.33
H 0.81 1.33 4.71
C -3.37 3.16 -3.00
H -2.77 6.49 -3.11
H 3.05 -5.77 3.46
H 2.37 -0.35 -2.15
C 2.49 -2.46 1.56
H 5.13 -1.12 1.03
H -4.89 1.87 0.20
H 3.55 1.67 0.61
C 5.77 -0.39 -2.21
C -2.64 2.84 -1.87
*
```

Atomic partial charges in e from the natural (NBO) method, atoms 1 to 5: C -0.21; C -0.21; H 0.25; C -0.18; C -0.15


# 2
The following is a DFT calculation (ωB97M-V/def2-TZVPD) of C34H36N2O2P2RhS3 as an isolated structure.

orbital gap	7.233	eV
total energy	-97007.5205	eV
relative energy (zero: lowest compared OMol25 entry of this formula, charge and spin)	34.2	kJ/mol

The geometry in ORCA input format:
```
! RIJCOSX wB97M-V def2-TZVPD def2/J DEFGRID3
* xyz 1 1
C -0.04 3.38 3.13
H -1.90 3.56 -0.04
H -0.60 -2.05 -5.27
H 1.74 -7.68 -1.01
H -3.10 1.74 -4.78
C -2.32 2.72 4.57
S -0.30 -3.42 2.82
H 3.66 -0.72 5.32
C 1.89 -2.92 -4.43
H -3.05 0.75 -2.52
H 2.89 1.91 1.20
C 0.01 2.20 -2.54
H -0.30 5.36 3.89
C -2.20 1.31 -2.89
H 1.50 -3.79 -3.91
Rh -0.18 -2.07 1.00
C -3.52 0.75 0.97
H 0.44 -7.18 0.08
C 1.12 -1.65 -4.03
H -3.20 2.46 5.14
H -3.42 -0.33 0.93
C -2.54 1.55 0.39
C -0.39 -1.85 -4.22
H 0.50 2.37 0.30
H 1.77 -3.08 -5.50
C -4.69 2.72 1.67
C -2.23 1.87 -4.15
C -0.03 2.78 -3.80
H -3.80 4.60 1.14
C 0.41 -4.57 -0.75
C 4.33 1.23 2.63
H -0.76 -2.69 -3.62
C 0.36 1.30 0.41
H 0.87 3.63 2.59
H 5.16 1.71 2.13
C 1.60 -0.45 -4.84
P 0.32 0.82 2.16
H -5.36 0.72 2.07
C 4.55 0.49 3.78
H 1.19 0.76 -0.07
C 3.49 -0.13 4.43
C -1.67 1.74 3.82
C 2.20 -0.01 3.92
H -5.53 3.18 2.18
H 5.55 0.40 4.18
H -0.94 -0.95 -3.92
C 1.32 -6.84 -0.46
H -2.04 0.73 3.80
C -1.83 4.01 4.59
N 1.51 -1.29 -1.46
P -1.16 0.75 -0.43
H 0.82 3.35 -4.16
C -0.54 2.07 3.10
H 0.24 -6.06 -2.19
C -2.65 2.94 0.44
C 3.05 1.35 2.11
H 2.05 -6.50 0.26
C -0.69 4.35 3.87
C -4.60 1.34 1.61
C 1.99 0.72 2.76
C -3.72 3.52 1.09
H 1.09 0.46 -4.54
C -1.08 1.47 -2.07
O -1.31 -0.74 -0.43
H 1.85 -5.37 -1.98
H 0.90 2.32 -1.94
N 0.01 -3.67 -0.17
S 1.94 -2.49 1.65
H 1.39 -0.63 -5.90
H -2.33 4.77 5.17
H 1.38 -0.52 4.41
C 0.96 -5.72 -1.45
H -1.17 3.06 -5.59
C -1.14 2.61 -4.61
H 2.95 -2.82 -4.21
O -0.47 -0.48 2.28
H 2.68 -0.30 -4.73
C 1.36 -1.41 -2.60
C 1.42 -3.38 3.03
S 2.32 -4.03 4.21
*
```

Atomic partial charges in e from the Löwdin method, atoms 1 to 5: C -0.07; H 0.12; H 0.10; H 0.08; H 0.11


# 3
The following is a DFT calculation (ωB97M-V/def2-TZVPD) of C32H34Cl2InN8O2PS as an isolated structure.

orbital gap	5.868	eV
total energy	-100080.3570	eV
relative energy (zero: lowest compared OMol25 entry of this formula, charge and spin)	216.3	kJ/mol

The geometry in ORCA input format:
```
! RIJCOSX wB97M-V def2-TZVPD def2/J DEFGRID3
* xyz 2 1
H 1.50 3.24 -5.68
C 3.74 -0.17 -1.58
H -0.61 1.22 5.84
H 4.57 -0.69 -1.16
C -0.94 -3.41 -4.78
C 4.70 2.05 3.49
H -5.99 -0.23 2.60
C -0.03 3.02 3.47
H -6.73 -1.07 1.11
C 4.63 1.27 2.27
S 3.78 1.19 4.74
P -2.60 0.06 2.70
H 6.48 3.39 0.32
N 1.42 0.48 -1.21
C -1.43 -1.22 1.98
C 3.40 -0.03 3.59
C 2.57 -0.05 -0.77
N -0.93 2.03 3.91
H 0.72 -2.39 -0.13
H -1.22 -3.70 4.30
H -0.44 -1.43 -5.21
C -1.39 -2.67 4.01
C 1.42 2.67 -4.76
H 0.21 -4.00 2.09
H 0.51 3.64 4.16
N -0.74 -1.09 0.75
C 5.95 2.99 1.19
H 4.60 0.41 -3.51
C -5.81 -0.87 1.70
H -1.22 -4.41 -5.21
H -5.79 -0.52 -1.12
H -2.41 -2.35 4.24
C 0.12 2.88 2.15
C -0.47 -2.37 -5.78
H 6.23 4.81 2.29
C -3.96 0.54 -1.08
H 5.40 3.79 4.43
C 5.37 1.72 1.15
Cl -1.02 3.72 -4.33
N -1.11 -2.35 2.61
H -1.51 2.77 5.87
C 5.90 3.77 2.32
H 2.62 -0.38 0.23
C 0.32 2.76 -3.87
C -4.97 -0.09 -0.58
H -1.10 -2.14 -6.68
H -2.38 1.32 5.37
O -2.12 -2.85 -4.16
N 3.79 0.13 2.37
H 5.46 1.05 0.29
N -3.01 0.77 -0.09
C -2.95 -3.84 -3.45
C 2.50 1.89 -4.42
In -0.80 0.82 -0.16
C 0.26 1.96 -2.71
H -3.39 -4.52 -4.14
H -5.51 -1.89 2.06
C -3.54 0.27 1.07
C 0.07 -2.23 0.74
O -0.74 2.07 -1.92
H -2.26 -4.41 -2.80
N -4.75 -0.35 0.80
H 0.53 -2.63 -6.06
C 5.32 3.26 3.49
C -3.99 -3.15 -2.63
H 2.78 -0.88 3.88
C -0.12 -3.02 1.80
H -3.50 -2.99 -1.58
H -0.19 -3.63 -4.03
H -0.79 -2.03 4.65
C 1.37 1.12 -2.44
H -3.87 0.88 -2.11
C 3.73 0.39 -2.86
Cl 3.70 1.87 -5.61
C 2.56 1.09 -3.27
N -0.62 1.80 1.67
H -4.26 -2.20 -3.12
C -1.37 1.43 2.82
H 0.71 3.54 1.56
C -1.40 1.81 5.33
H -4.98 -3.66 -2.41
*
```

Atomic partial charges in e from the Löwdin method, atoms 1 to 5: H 0.11; C -0.03; H 0.11; H 0.10; C -0.28


Copy entry 2 word for word.
The following is a DFT calculation (ωB97M-V/def2-TZVPD) of C34H36N2O2P2RhS3 as an isolated structure.

orbital gap	7.233	eV
total energy	-97007.5205	eV
relative energy (zero: lowest compared OMol25 entry of this formula, charge and spin)	34.2	kJ/mol

The geometry in ORCA input format:
```
! RIJCOSX wB97M-V def2-TZVPD def2/J DEFGRID3
* xyz 1 1
C -0.04 3.38 3.13
H -1.90 3.56 -0.04
H -0.60 -2.05 -5.27
H 1.74 -7.68 -1.01
H -3.10 1.74 -4.78
C -2.32 2.72 4.57
S -0.30 -3.42 2.82
H 3.66 -0.72 5.32
C 1.89 -2.92 -4.43
H -3.05 0.75 -2.52
H 2.89 1.91 1.20
C 0.01 2.20 -2.54
H -0.30 5.36 3.89
C -2.20 1.31 -2.89
H 1.50 -3.79 -3.91
Rh -0.18 -2.07 1.00
C -3.52 0.75 0.97
H 0.44 -7.18 0.08
C 1.12 -1.65 -4.03
H -3.20 2.46 5.14
H -3.42 -0.33 0.93
C -2.54 1.55 0.39
C -0.39 -1.85 -4.22
H 0.50 2.37 0.30
H 1.77 -3.08 -5.50
C -4.69 2.72 1.67
C -2.23 1.87 -4.15
C -0.03 2.78 -3.80
H -3.80 4.60 1.14
C 0.41 -4.57 -0.75
C 4.33 1.23 2.63
H -0.76 -2.69 -3.62
C 0.36 1.30 0.41
H 0.87 3.63 2.59
H 5.16 1.71 2.13
C 1.60 -0.45 -4.84
P 0.32 0.82 2.16
H -5.36 0.72 2.07
C 4.55 0.49 3.78
H 1.19 0.76 -0.07
C 3.49 -0.13 4.43
C -1.67 1.74 3.82
C 2.20 -0.01 3.92
H -5.53 3.18 2.18
H 5.55 0.40 4.18
H -0.94 -0.95 -3.92
C 1.32 -6.84 -0.46
H -2.04 0.73 3.80
C -1.83 4.01 4.59
N 1.51 -1.29 -1.46
P -1.16 0.75 -0.43
H 0.82 3.35 -4.16
C -0.54 2.07 3.10
H 0.24 -6.06 -2.19
C -2.65 2.94 0.44
C 3.05 1.35 2.11
H 2.05 -6.50 0.26
C -0.69 4.35 3.87
C -4.60 1.34 1.61
C 1.99 0.72 2.76
C -3.72 3.52 1.09
H 1.09 0.46 -4.54
C -1.08 1.47 -2.07
O -1.31 -0.74 -0.43
H 1.85 -5.37 -1.98
H 0.90 2.32 -1.94
N 0.01 -3.67 -0.17
S 1.94 -2.49 1.65
H 1.39 -0.63 -5.90
H -2.33 4.77 5.17
H 1.38 -0.52 4.41
C 0.96 -5.72 -1.45
H -1.17 3.06 -5.59
C -1.14 2.61 -4.61
H 2.95 -2.82 -4.21
O -0.47 -0.48 2.28
H 2.68 -0.30 -4.73
C 1.36 -1.41 -2.60
C 1.42 -3.38 3.03
S 2.32 -4.03 4.21
*
```

Atomic partial charges in e from the Löwdin method, atoms 1 to 5: C -0.07; H 0.12; H 0.10; H 0.08; H 0.11